# 1
A structure of composition C27H72Mn2N4O15S at a distorted geometry, computed with ωB97M-V/def2-TZVPD.

```
121
Properties=species:S:1:pos:R:3:forces:R:3
Mn -0.2002 -1.6896 -1.9379 -0.2 -0.6 0.2
Mn -0.1655 3.1587 0.0869 0.0 0.8 0.4
S -0.3874 0.6967 -0.7167 -3.2 0.6 -1.3
O -0.0298 1.1929 0.5931 1.5 -0.1 2.6
O -0.9118 1.8902 -1.3651 -0.5 1.6 -1.5
O 0.6309 0.1024 -1.4817 6.7 -0.4 -2.5
O -1.3258 -0.3625 -0.7970 -4.2 -1.5 2.5
C 2.7106 2.3683 -1.1702 0.8 -1.7 -0.2
O 1.6277 3.2347 -1.0044 0.0 1.7 -0.7
C 1.7218 4.4381 -1.8570 -0.8 -0.3 1.1
C 0.2807 4.9874 -1.9928 1.1 0.2 -0.8
N -0.3911 5.1407 -0.6993 -0.4 0.8 0.4
C -1.8402 5.3709 -0.8195 -1.3 -2.2 -0.5
C -2.5644 4.7910 0.4266 0.1 1.4 -1.6
O -2.1826 3.4070 0.6545 0.0 2.4 0.8
C -2.8911 2.8965 1.8046 0.4 -0.6 -0.3
H 2.7006 1.9103 -2.1593 -0.2 0.1 -0.2
H 2.5766 1.5394 -0.4751 0.2 0.3 0.2
H 3.7045 2.8001 -1.0536 -0.2 0.5 0.4
H 2.1718 4.1657 -2.8117 -0.3 0.0 -0.1
H 2.3935 5.1183 -1.3333 0.0 0.2 -0.1
H -0.2989 4.3001 -2.6089 -0.1 -0.1 0.1
H 0.3053 5.9338 -2.5330 0.1 0.1 -0.1
H -0.1665 6.0159 -0.2479 1.4 -0.1 0.2
H -2.1808 4.7822 -1.6712 -0.2 0.1 -0.2
H -2.1096 6.4103 -1.0073 0.0 0.0 0.2
H -3.6316 4.9088 0.2389 -0.1 -0.6 0.0
H -2.3463 5.5446 1.1833 0.3 -0.9 1.1
H -2.8760 3.5734 2.6588 -0.3 0.4 -0.3
H -2.3228 2.0302 2.1433 -0.4 -0.3 -0.3
H -3.8737 2.6698 1.3908 -0.2 -0.2 0.8
C -1.7145 -0.0365 -4.2065 -0.3 0.4 0.2
O -1.7270 -1.1467 -3.2871 1.3 0.8 -1.5
C -2.8769 -1.9457 -3.3270 -0.9 -0.2 -0.1
C -2.5068 -3.2786 -2.7510 0.0 0.4 -0.7
N -1.7682 -3.0772 -1.5198 0.6 -1.1 -0.8
C -1.0343 -4.3051 -1.1717 -0.1 -0.2 0.7
C -0.0275 -4.0910 -0.0455 -1.2 -0.3 0.2
O 0.5153 -2.7868 -0.2476 0.1 -0.4 0.0
C 1.5385 -2.3516 0.6799 -0.2 -0.5 -0.4
H -1.7984 -0.3715 -5.2404 0.0 -0.1 0.1
H -0.8146 0.5648 -4.0774 0.2 -0.5 0.1
H -2.5247 0.6461 -3.9502 -0.3 -0.1 -0.1
H -3.2319 -2.1440 -4.3383 0.1 0.4 -0.2
H -3.6590 -1.4238 -2.7756 -0.2 -0.1 0.1
H -1.8130 -3.7312 -3.4596 -0.2 -0.4 -0.2
H -3.4302 -3.8527 -2.6747 0.2 -0.4 0.3
H -2.4826 -2.8776 -0.8342 -0.1 0.0 1.2
H -0.3832 -4.6776 -1.9625 -0.6 0.3 -0.8
H -1.7711 -5.0727 -0.9347 0.3 -0.4 0.2
H 0.6621 -4.9306 -0.1332 0.7 0.4 0.2
H -0.5207 -4.1933 0.9212 0.2 0.5 0.3
H 1.1844 -2.4711 1.7038 0.0 0.1 -0.1
H 1.6794 -1.2976 0.4402 0.4 -0.2 0.2
H 2.4092 -2.9725 0.4695 0.3 0.4 0.3
C -7.3157 -0.2250 0.9225 -1.1 0.0 -0.3
O -6.2545 -1.1360 0.7313 0.2 0.2 0.2
C -5.0243 -0.7980 1.3994 -1.3 0.0 -0.9
C -3.9018 -1.4885 0.6458 0.1 0.9 -0.2
N -3.8590 -2.9348 0.7054 0.5 0.3 0.1
C -3.2946 -3.3605 1.9701 -0.4 -0.6 0.5
C -3.6353 -4.8159 2.1971 -0.9 -0.1 0.4
O -5.0640 -4.9210 1.9792 1.1 -0.3 0.0
C -5.5549 -6.2479 1.9011 -0.7 0.0 -0.2
H -7.2805 0.6947 0.3385 0.9 0.3 -0.1
H -7.5640 0.0521 1.9471 0.5 -0.2 0.4
H -8.2405 -0.6557 0.5387 0.2 -0.6 0.0
H -5.1159 -1.0625 2.4529 0.2 -0.2 0.1
H -4.9263 0.2855 1.3328 0.4 0.2 0.1
H -2.9630 -1.0450 0.9775 0.2 -0.3 0.2
H -3.9432 -1.2068 -0.4064 -0.4 0.3 -0.1
H -4.8086 -3.2788 0.7017 -0.3 -0.2 -0.3
H -3.7591 -2.8419 2.8088 0.0 0.4 0.2
H -2.2229 -3.1692 2.0240 0.1 0.0 -0.1
H -3.4452 -5.0862 3.2358 0.2 -0.1 0.1
H -3.0376 -5.4813 1.5741 -0.3 -0.2 -0.4
H -6.6377 -6.1815 1.7948 0.0 0.2 0.1
H -5.3733 -6.8617 2.7833 0.3 0.2 0.2
H -5.2115 -6.7749 1.0109 0.4 0.0 -0.1
C 4.3458 -0.6145 -1.1919 0.1 -0.4 0.1
O 4.6896 -1.5086 -0.1109 -0.3 0.9 -0.6
C 6.0704 -1.9189 -0.0833 -0.1 0.2 0.6
C 7.0205 -0.7619 0.1976 -0.4 0.1 -1.4
N 6.6148 0.0600 1.3038 0.4 1.0 0.6
C 6.9522 1.5060 1.1612 -0.6 -0.5 0.3
C 8.3845 1.8969 1.4835 -0.1 -0.8 0.3
O 9.3939 1.4412 0.6011 -0.5 -0.4 0.9
C 9.2948 1.9620 -0.6773 0.4 0.6 -0.3
H 4.9256 0.3031 -1.2922 0.4 0.1 0.6
H 3.3095 -0.2928 -1.0880 0.0 -0.4 0.3
H 4.4363 -1.0634 -2.1810 0.1 -0.6 0.0
H 6.2757 -2.4526 -1.0113 0.4 0.1 -0.1
H 6.2048 -2.6149 0.7448 -0.6 -0.2 0.0
H 6.9900 -0.1496 -0.7036 0.4 0.2 -0.4
H 8.0292 -1.1656 0.2848 0.1 0.1 0.2
H 5.6192 -0.0140 1.4568 0.0 0.0 -0.1
H 6.3139 2.0632 1.8470 0.1 -0.2 0.5
H 6.6049 1.9265 0.2175 0.2 -0.2 -0.7
H 8.6103 1.4344 2.4443 0.1 0.1 0.0
H 8.4232 2.9787 1.6117 0.1 0.3 -0.2
H 10.2045 1.6518 -1.1913 -0.3 -0.1 -0.3
H 9.2919 3.0518 -0.6532 0.1 0.4 0.0
H 8.3705 1.6824 -1.1830 0.1 -0.4 -0.3
C 2.9974 0.7817 2.5800 -0.8 0.2 0.9
O 3.7846 1.8581 2.1453 0.6 0.3 -0.8
H 2.8429 0.8783 3.6547 0.2 -0.4 0.3
H 1.9881 0.8434 2.1732 -0.1 -0.4 -0.5
H 3.4784 -0.1689 2.3498 0.0 0.2 -0.1
H 3.2801 2.6711 2.2231 0.1 0.0 0.2
C -4.4718 1.5978 -1.8043 0.6 0.1 -0.1
O -3.4996 2.5661 -2.2019 -0.6 0.4 -0.1
H -5.4594 2.0532 -1.7321 0.2 0.1 0.0
H -4.5114 0.7996 -2.5456 -0.2 -0.2 0.0
H -4.1870 1.1752 -0.8408 -0.2 -0.2 0.1
H -2.6236 2.2024 -2.0539 0.1 -0.2 0.2
C -0.6874 0.1134 3.6139 -0.3 -0.1 1.8
O -0.4338 -0.6082 2.4695 0.1 -0.7 -1.1
H -0.5621 1.1948 3.5581 0.2 0.2 -0.4
H -1.7025 -0.0629 3.9695 -0.2 0.0 0.0
H -0.0287 -0.2619 4.3971 0.1 0.2 0.3
H -0.1786 0.0046 1.7760 0.0 -0.1 0.0
```
Forces are in eV/Å.

Results
E_LUMO (alpha / beta)   -0.179 / -0.204 Eh
Frontier orbital gap (alpha / beta)   7.0 / 6.4 eV
2S+1   11
Total charge   +2
Expectation value of S²   30.0067
Highest occupied orbital energy (alpha / beta)   -11.906 / -11.906 eV



# 2
A cluster of 8 separate species, C31H50N2O18 in total at a distorted geometry, computed with ωB97M-V/def2-TZVPD.

```
101
Properties=species:S:1:pos:R:3:forces:R:3
C -1.8337 -2.9983 4.3190 2.7 -0.2 -0.8
C -2.4387 -2.3653 3.1010 1.9 0.1 -0.5
C -2.2457 -3.2083 1.7950 -0.4 0.2 1.3
O -3.5697 -3.2863 1.3220 -0.3 -0.8 -1.3
C -4.4467 -2.7273 2.1230 -1.4 0.3 0.9
O -5.6257 -2.6303 1.8850 1.4 0.0 0.6
O -3.8127 -2.3113 3.2750 -2.2 0.4 -1.0
H -1.6817 -2.3673 5.1710 -0.7 0.6 0.5
H -0.7317 -3.1683 4.0400 -1.5 -0.5 0.3
H -2.3567 -3.9083 4.6110 0.2 -0.1 -0.1
H -2.0097 -1.3533 2.8720 -0.5 -0.6 0.5
H -1.8287 -4.2023 1.9370 -0.1 -0.1 0.2
H -1.6827 -2.6993 1.0540 0.7 0.4 -0.5
C 3.9503 0.2867 1.2700 -0.5 1.9 0.3
C 5.3713 0.7607 1.3160 -0.7 -1.9 -2.8
C 5.5993 2.2227 0.8720 0.2 -1.8 1.8
O 5.7293 2.7267 2.1860 0.1 4.2 -0.5
C 5.9453 1.8277 3.1120 0.6 3.9 5.6
O 6.1713 2.0697 4.3020 -0.2 -0.1 -2.6
O 5.7743 0.6947 2.6520 0.3 -5.2 -1.2
H 3.5333 0.4747 0.3030 -0.1 -0.4 -0.8
H 3.3433 0.9147 1.9250 0.1 0.1 0.2
H 3.8043 -0.6973 1.6240 0.1 -1.2 0.1
H 6.0043 0.0567 0.7390 -0.2 0.5 0.3
H 4.8933 2.7697 0.2720 -0.9 -0.1 0.3
H 6.5233 2.3037 0.3740 1.4 0.2 -0.6
C -1.6587 3.5797 0.2700 -1.0 1.4 0.6
C -1.6877 2.7117 1.5460 -1.4 1.0 -1.1
C -2.2387 1.3167 1.2880 -1.3 0.7 -1.1
O -1.0657 0.5397 1.3000 -1.7 -3.0 -0.7
C -0.0357 1.1917 1.7270 1.6 0.3 0.5
O 1.0693 0.7477 1.8780 -0.4 0.0 -0.1
O -0.3787 2.4377 1.9330 1.5 1.9 1.3
H -0.9887 4.4737 0.3720 -0.5 -0.8 0.1
H -2.6957 3.9787 0.1020 0.9 -0.4 0.0
H -1.3827 3.0527 -0.6430 0.0 -0.3 0.2
H -2.2667 3.1847 2.3740 0.8 -0.1 -0.6
H -2.7517 1.2117 0.3090 0.6 0.1 0.4
H -3.0047 1.0537 2.0100 0.4 -0.6 0.6
C -4.4307 -0.9783 -0.5770 1.4 -0.5 0.7
C -4.3797 -0.3253 -1.9330 -1.2 -0.9 2.7
C -5.7907 0.0977 -2.2640 0.5 1.0 0.4
O -5.5307 1.4807 -2.6190 -0.1 0.7 -0.4
C -4.2157 1.8587 -2.3390 -2.1 3.6 -1.9
O -3.7697 2.9957 -2.5080 -1.2 -2.9 0.8
O -3.5747 0.8367 -1.9210 2.0 -1.6 0.7
H -4.9887 -0.4353 0.1960 -0.2 0.0 -0.5
H -3.4177 -1.1153 -0.1420 -0.4 -0.1 -0.4
H -4.8527 -1.9763 -0.7480 -0.1 0.2 0.5
H -4.0627 -1.0523 -2.6230 1.0 -0.4 -1.2
H -6.5187 0.0507 -1.4130 0.8 0.2 -0.6
H -6.1207 -0.6003 -3.0300 -0.5 0.9 -0.7
C -0.4027 2.1937 -3.7750 1.7 1.1 -0.5
C -1.1627 2.1187 -5.0750 0.7 1.5 1.1
C -0.7187 1.0367 -6.0180 -2.2 1.5 -1.5
O -1.5497 -0.0353 -5.6620 1.0 -1.0 -0.5
C -2.6187 0.4667 -5.0770 -2.5 -2.1 -1.5
O -3.6517 -0.1393 -5.0720 -0.4 -0.3 1.1
O -2.4747 1.6877 -4.7150 -0.1 2.1 0.3
H 0.6593 2.5037 -3.9860 -0.9 -0.7 0.1
H -0.4577 1.2647 -3.1940 0.0 0.3 -0.1
H -0.7777 3.0557 -3.2380 -0.4 -0.2 0.6
H -1.2377 3.1457 -5.5310 0.0 -1.2 0.3
H 0.2323 0.6857 -5.9740 3.0 -0.5 0.4
H -0.9307 1.4087 -7.0410 0.0 -0.7 0.2
C 3.9693 0.8677 -4.6730 1.7 -1.8 -0.3
O 3.1193 1.8237 -4.1050 -1.0 1.2 2.6
C 2.9493 1.7177 -2.7750 2.3 -6.3 4.2
O 3.3843 0.5997 -2.0540 -2.4 6.3 -4.4
O 2.3373 2.7067 -2.1440 0.6 -0.3 -2.9
C 1.6823 2.4787 -0.9210 -0.1 -1.2 1.0
H 3.9193 0.9957 -5.7470 0.1 0.4 -0.1
H 3.6613 -0.1783 -4.4800 0.0 0.7 0.3
H 5.0273 0.9757 -4.3050 -1.1 0.0 -0.4
H 1.2973 1.4577 -0.7850 0.2 0.2 -0.6
H 0.8533 3.1547 -0.8720 -0.2 0.6 0.0
H 2.3783 2.6207 -0.1160 0.2 0.3 0.5
C -0.8667 -1.0073 -1.6710 0.7 -0.8 1.1
C 0.5733 -1.2963 -2.0350 -0.5 -1.5 1.0
C 1.5233 -1.3563 -0.8350 0.2 -1.1 1.3
C 1.0963 -2.4053 0.1380 -0.8 -1.6 1.7
N 0.7563 -3.1783 0.9540 0.9 1.9 -2.0
H -1.2877 -1.7283 -0.9560 0.2 -0.2 -0.4
H -1.3467 -1.0703 -2.5830 -1.7 -0.2 -1.8
H -1.1197 -0.0703 -1.2540 0.3 1.4 0.5
H 0.9733 -0.6223 -2.7190 0.6 1.7 -1.1
H 0.5143 -2.2213 -2.6670 0.6 0.3 1.1
H 1.5483 -0.4553 -0.1460 0.1 -0.7 -1.3
H 2.5483 -1.6673 -1.1230 -0.5 0.7 0.1
C 2.3633 -1.3843 3.9990 1.3 -0.3 1.4
C 1.8603 -2.1193 5.2380 -2.0 0.2 -1.2
C 2.0833 -3.6203 5.3640 -0.3 -0.7 -0.8
C 1.4143 -4.1683 6.5270 -0.7 -0.2 1.0
N 0.9463 -4.5613 7.5040 0.1 0.1 -0.5
H 3.4543 -1.4023 4.0430 0.1 0.0 -0.6
H 2.0703 -0.3483 4.1100 -0.1 0.2 -0.3
H 1.9663 -1.7983 3.0890 0.0 -0.2 -0.4
H 0.7873 -1.9173 5.1240 -0.2 -0.5 0.6
H 2.1253 -1.6373 6.1530 0.5 0.4 0.6
H 3.1113 -3.8203 5.6010 0.9 -0.1 -0.4
H 1.7773 -4.2583 4.4800 0.4 1.0 0.7
```
Forces are in eV/Å.

Results
SMILES   C[C@H]1COC(=O)O1.C[C@H]1COC(=O)O1.C[C@H]1COC(=O)O1.C[C@H]1COC(=O)O1.C[C@H]1COC(=O)O1.COC(=O)OC.CCCC#N.CCCC#N
E_LUMO   0.000 Eh
Frontier orbital gap   10.3 eV
Total charge   0
Highest occupied orbital energy   -10.349 eV



In the order shown, the computed energy above the lowest of the compared OMol25 structures with the same formula, charge and spin values come out to 166.6, 57.5 kJ/mol.
In the order shown, the computed DFT total energy values come out to -139298.7032, -72790.4228 eV.